# 1
Entry from the Open Molecules 2025 dataset: an isolated molecule of C4H5O2P (the ωB97M-V functional and the def2-TZVPD basis).

* orbital gap (alpha / beta): 5.53 / 7.59 eV
* HOMO energy (alpha / beta): -0.2818 / -0.3045 Eh
* molecular weight: 116.1 g/mol
* total charge: 0

Structure (XYZ):
```
12
C4H5O2P the ωB97M-V functional and the def2-TZVPD basis
C -1.201 -0.552 0.096
C -1.274 0.924 -0.180
C -0.193 -1.396 0.178
C -0.323 1.824 -0.254
O 1.098 -1.442 -0.121
O 1.638 0.928 0.632
P 2.044 -0.056 -0.407
H -2.141 -0.949 0.391
H -2.212 1.218 -0.604
H -0.577 -2.319 0.585
H -0.154 2.797 -0.404
H 3.295 -0.977 0.088
```

Atomic partial charges in e from the Löwdin method, atoms 1 to 8: C -0.0983; C -0.1237; C -0.2537; C 0.1994; O -0.3273; O -0.4429; P 0.6929; H 0.0852

=====

# 2
Entry from the Open Molecules 2025 dataset: a structure of composition C4H5O2P (the ωB97M-V functional and the def2-TZVPD basis).

* orbital gap: 10.39 eV
* HOMO energy: -0.3663 Eh
* molecular weight: 116.1 g/mol
* total charge: 0

Structure (XYZ):
```
12
C4H5O2P the ωB97M-V functional and the def2-TZVPD basis
C -0.052 -0.852 0.916
C 0.315 0.258 0.218
C -1.358 -0.213 1.178
C -0.920 1.037 0.437
O -2.350 -0.749 1.629
O 1.622 0.649 -0.468
P 2.049 -0.178 -1.854
H 0.564 -1.706 1.090
H -0.935 1.956 1.110
H -1.578 1.472 -0.359
H 0.854 -0.155 -2.408
H 1.787 -1.519 -1.488
```

Atomic partial charges in e from the Löwdin method, atoms 1 to 8: C 0.0807; C -0.2165; C -0.3918; C -0.0588; O 0.0950; O -0.4624; P 0.8167; H 0.1121

=====

# 3
Entry from the Open Molecules 2025 dataset: a cluster of 2 separate species, C4H5O2P in total (the ωB97M-V functional and the def2-TZVPD basis).

* orbital gap (alpha / beta): 8.55 / 8.55 eV
* HOMO energy (alpha / beta): -0.3774 / -0.3775 Eh
* molecular weight: 116.1 g/mol
* total charge: 0

Structure (XYZ):
```
12
C4H5O2P the ωB97M-V functional and the def2-TZVPD basis
C 0.847 -1.167 -0.091
C -0.447 -1.369 0.147
C 1.309 0.244 -0.077
C 0.151 1.157 0.001
O 2.470 0.587 -0.095
O -2.578 0.419 -0.366
P -1.326 0.207 0.354
H 1.578 -1.946 -0.256
H -0.930 -2.333 0.191
H 0.307 2.165 0.353
H 0.067 1.680 -1.897
H -1.448 0.357 1.737
```

Atomic partial charges in e from the Löwdin method, atoms 1 to 8: C -0.0715; C -0.1280; C -0.5452; C -0.1583; O 0.0820; O -0.3819; P 0.6071; H 0.1187

=====

# 4
Entry from the Open Molecules 2025 dataset: an isolated molecule of C4H5O2P (the ωB97M-V functional and the def2-TZVPD basis).

* orbital gap (alpha / beta): 5.48 / 7.11 eV
* HOMO energy (alpha / beta): -0.1883 / -0.3152 Eh
* molecular weight: 116.1 g/mol
* total charge: 0
* 2S+1: 3

Structure (XYZ):
```
12
C4H5O2P the ωB97M-V functional and the def2-TZVPD basis
C -0.666 0.132 1.106
C -1.094 1.237 0.428
C 0.378 -0.540 0.383
C 0.662 -0.039 -0.923
O 1.064 -1.565 0.916
O 1.525 -0.582 -1.791
P -0.126 1.548 -1.058
H -1.138 -0.161 1.987
H -1.862 1.838 0.876
H 0.459 -2.339 1.225
H 2.030 -1.156 -1.190
H -1.232 1.627 -1.958
```

Atomic partial charges in e from the Löwdin method, atoms 1 to 8: C -0.1416; C -0.3261; C -0.3656; C -0.4842; O 0.0270; O 0.0499; P 0.8981; H 0.0843

=====

# 5
Entry from the Open Molecules 2025 dataset: a structure of composition C4H5O2V (the ωB97M-V functional and the def2-TZVPD basis).

* orbital gap (alpha / beta): 6.71 / 9.22 eV
* HOMO energy (alpha / beta): -0.2411 / -0.3327 Eh
* molecular weight: 136.0 g/mol
* total charge: 0
* 2S+1: 5

Structure (XYZ):
```
12
C4H5O2V the ωB97M-V functional and the def2-TZVPD basis
H 2.371 -1.547 2.482
O 2.141 -0.701 2.093
V 2.757 -0.052 0.384
O -2.532 1.479 -1.431
C -1.947 0.494 -1.055
C -0.474 0.248 -1.297
C 0.232 -0.218 -0.093
C 0.279 -0.332 1.153
H -2.420 -0.252 -0.378
H -0.043 1.131 -1.789
H -0.460 -0.460 -2.145
H 0.096 0.210 2.076
```

Atomic partial charges in e from the Löwdin method, atoms 1 to 8: H -0.0109; O -0.4972; V 0.6178; O 0.0598; C -0.2653; C -0.1939; C -0.1849; C 0.0083

=====

# 6
Entry from the Open Molecules 2025 dataset: a structure of composition C4H5O2Yb (the ωB97M-V functional and the def2-TZVPD basis).

* orbital gap (alpha / beta): 5.36 / 4.55 eV
* HOMO energy (alpha / beta): -0.2171 / -0.2151 Eh
* molecular weight: 258.1 g/mol
* total charge: 0
* 2S+1: 2

Structure (XYZ):
```
12
C4H5O2Yb the ωB97M-V functional and the def2-TZVPD basis
O 1.059 -2.497 0.070
C 0.123 -1.972 -0.749
C -0.500 -0.719 -0.462
C 0.056 0.353 0.233
C -0.693 1.518 0.467
O -0.266 2.599 0.961
Yb 1.588 4.012 1.905
H -0.593 -2.671 -1.236
H 1.415 -1.813 -1.072
H -1.549 -0.636 -0.773
H 1.114 0.333 0.508
H -1.754 1.494 0.148
```

Atomic partial charges in e from the Löwdin method, atoms 1 to 8: O -0.1806; C -0.4270; C -0.1293; C -0.1369; C -0.3672; O -0.3887; Yb 0.9639; H 0.1013

=====

# 7
Entry from the Open Molecules 2025 dataset: a structure of composition C4H5O3Sr (the ωB97M-V functional and the def2-TZVPD basis).

* orbital gap (alpha / beta): 5.83 / 5.78 eV
* HOMO energy (alpha / beta): -0.5633 / -0.5643 Eh
* molecular weight: 188.7 g/mol
* total charge: +2
* 2S+1: 2

Structure (XYZ):
```
13
C4H5O3Sr the ωB97M-V functional and the def2-TZVPD basis
H -0.910 -2.186 -0.145
O -0.886 -2.094 2.863
C -0.668 -1.820 1.697
O -0.930 -2.621 0.724
Sr -1.638 -3.389 4.719
O 0.393 0.275 0.753
C 0.812 0.679 -0.358
C 0.256 1.824 -1.041
C 0.726 2.201 -2.246
H 1.591 0.094 -0.887
H -0.545 2.370 -0.538
H 0.278 3.029 -2.796
H 1.519 1.638 -2.744
```

Atomic partial charges in e from the Löwdin method, atoms 1 to 8: H 0.1626; O -0.1799; C -0.2250; O 0.1939; Sr 1.9316; O -0.0418; C -0.2337; C -0.1287

=====

# 8
Entry from the Open Molecules 2025 dataset: the ion C4H5O5S2 with charge -1 (the ωB97M-V functional and the def2-TZVPD basis).

* orbital gap (alpha / beta): 6.98 / 6.98 eV
* HOMO energy (alpha / beta): -0.1553 / -0.1553 Eh
* SMILES: O=C(CC=S)OC=[S@@](=O)([O-])O
* molecular weight: 197.2 g/mol
* total charge: -1

Structure (XYZ):
```
16
C4H5O5S2 the ωB97M-V functional and the def2-TZVPD basis
C 0.937 -1.094 -0.183
C 1.575 0.268 -0.598
C 2.188 0.786 0.648
C -0.543 0.092 1.363
O -2.371 1.792 0.422
O 1.223 -2.164 -0.712
O -1.544 0.079 -1.142
O -3.063 -0.681 0.809
O 0.083 -1.126 0.837
S 3.770 1.336 0.748
S -1.894 0.419 0.237
H 2.274 0.004 -1.343
H 0.841 0.989 -1.012
H 1.648 0.589 1.487
H -1.058 -0.227 2.330
H -3.423 -1.011 0.022
```

Atomic partial charges in e from the Löwdin method, atoms 1 to 8: C -0.5110; C -0.1671; C -0.5977; C -0.2633; O -0.3594; O 0.0625; O -0.3373; O -0.2082

=====

# 9
Entry from the Open Molecules 2025 dataset: a structure of composition C4H5O6Sc (the ωB97M-V functional and the def2-TZVPD basis).

* orbital gap (alpha / beta): 2.26 / 10.36 eV
* HOMO energy (alpha / beta): -0.5703 / -0.6979 Eh
* molecular weight: 194.0 g/mol
* total charge: +2

Structure (XYZ):
```
16
C4H5O6Sc the ωB97M-V functional and the def2-TZVPD basis
O 2.760 -0.872 0.653
C 2.179 0.099 0.082
O 2.826 1.163 -0.153
O 0.942 0.005 -0.339
Sc 4.567 0.251 0.656
C 0.126 -1.063 0.137
C -1.354 -1.119 -0.032
H 0.552 -1.990 -0.267
H 0.088 -1.033 1.283
H -1.613 -1.231 -1.092
O -1.989 0.151 0.438
C -1.870 1.176 -0.372
O -1.454 1.115 -1.515
O -1.946 2.302 0.323
H -2.060 3.048 -0.280
H -1.756 -2.003 0.479
```

Atomic partial charges in e from the Löwdin method, atoms 1 to 8: O -0.0308; C -0.7047; O -0.0132; O 0.0928; Sc 1.5985; C -0.1080; C -0.0417; H 0.1660

=====

# 10
Entry from the Open Molecules 2025 dataset: a structure of composition C4H5O6Zn (the ωB97M-V functional and the def2-TZVPD basis).

* orbital gap (alpha / beta): 6.79 / 8.19 eV
* HOMO energy (alpha / beta): -0.3087 / -0.3644 Eh
* molecular weight: 214.5 g/mol
* total charge: 0
* 2S+1: 2

Structure (XYZ):
```
16
C4H5O6Zn the ωB97M-V functional and the def2-TZVPD basis
H -0.550 -0.214 -1.622
C -0.730 0.607 -0.915
C 0.554 1.394 -0.741
O 1.727 0.603 -0.569
C 2.105 0.002 0.589
O 1.430 0.293 1.634
O 2.771 -1.022 0.428
Zn -0.375 0.012 2.081
O -1.177 0.114 0.333
H -1.501 1.258 -1.354
H 0.475 2.130 0.070
H 0.733 1.962 -1.663
H -0.456 -2.294 -0.306
O -1.676 -1.454 1.824
O -1.470 -2.163 -0.343
C -1.860 -1.228 0.553
```

Atomic partial charges in e from the Löwdin method, atoms 1 to 8: H 0.1407; C -0.1585; C -0.1523; O 0.0034; C -0.6941; O -0.1061; O 0.0743; Zn 1.0616

=====

> Which formula does entry 10 have?

C4H5O6Zn